--- w ---
Entry from the OMol25 dataset: a cluster of 2 separate species, C3H8O in total (ωB97M-V with the def2-TZVPD basis set).

- orbital gap (eV) = 9.455
- highest occupied orbital energy (eV) = -8.9
- multiplicity = 1

Geometry (Å):
C -0.41046 -0.96492 0.99567
C -1.05266 1.06781 -1.54726
C 0.94011 -0.72241 0.32679
O -0.91585 2.10641 -0.76248
H -1.23250 -0.64815 0.34553
H -0.55152 -2.02762 1.21834
H -0.49223 -0.41194 1.93742
H -0.09873 0.98594 -2.13543
H 1.00783 -1.25079 -0.63091
H 1.10236 0.34375 0.12707
H 1.76996 -1.06172 0.95581
H -0.06632 2.58364 -0.83055

--- x ---
Entry from the OMol25 dataset: the molecule C3H8O (ωB97M-V with the def2-TZVPD basis set).

- SMILES = CC(C)O
- orbital gap (eV) = 11.313
- highest occupied orbital energy (eV) = -10.3
- multiplicity = 1

Geometry (Å):
C -0.02900 1.28592 -0.59683
C 0.22947 -0.18123 -0.30629
C -0.72783 -0.82464 0.69542
O 1.53852 -0.26912 0.26564
H 0.78085 1.68036 -1.21500
H -0.97926 1.43811 -1.12194
H -0.06424 1.84736 0.34299
H 0.19204 -0.75276 -1.24952
H -1.63049 -1.28574 0.28273
H -0.07048 -1.58851 1.09516
H -1.02668 -0.14838 1.50750
H 1.81840 -1.19794 0.27396

--- y ---
Entry from the OMol25 dataset: the molecule C3H8O (ωB97M-V with the def2-TZVPD basis set).

- SMILES = CCOC
- orbital gap (eV) = 10.874
- highest occupied orbital energy (eV) = -9.7
- multiplicity = 1

Geometry (Å):
C -1.75096 0.16447 0.05079
C -0.37198 -0.21776 -0.49171
O 0.58831 0.69459 0.00679
C 1.81643 0.10335 0.33348
H -2.50790 0.21305 -0.73663
H -2.09671 -0.54102 0.81202
H -1.67787 1.15109 0.51591
H -0.35610 -0.19632 -1.59223
H -0.11015 -1.24266 -0.18955
H 1.71464 -0.57123 1.19833
H 2.24711 -0.46824 -0.50292
H 2.50517 0.91069 0.59573

--- z ---
Entry from the OMol25 dataset: the molecule C3H8O (ωB97M-V with the def2-TZVPD basis set).

- SMILES = CCOC
- orbital gap (eV) = 10.934
- highest occupied orbital energy (eV) = -9.8
- multiplicity = 1

Geometry (Å):
C -1.47091 0.12327 0.17899
C -0.35856 -0.08753 -0.84152
O 0.81439 0.63455 -0.53144
C 1.60322 0.03330 0.46211
H -2.35833 -0.45665 -0.09659
H -1.16556 -0.19293 1.18187
H -1.74716 1.18109 0.22550
H -0.67973 0.27787 -1.82251
H -0.13124 -1.16137 -0.94780
H 1.04949 -0.13698 1.39719
H 2.01426 -0.93116 0.12351
H 2.43014 0.71656 0.67068

Which of them is the most stable? Correct choice: x.

--- w ---
Entry from the OMol25 dataset: the molecule C3H8O (ωB97M-V with the def2-TZVPD basis set).

- SMILES = CCCO
- orbital gap (eV) = 11.308
- highest occupied orbital energy (eV) = -10.3
- multiplicity = 1

Geometry (Å):
C -1.46311 -0.54454 0.09347
C -0.63406 0.70236 -0.30095
C 0.76321 0.57548 0.28344
O 1.39037 -0.67119 -0.04779
H -1.07174 -1.40321 -0.45566
H -1.34518 -0.75167 1.21257
H -2.58998 -0.48020 -0.04463
H -0.65035 0.78059 -1.38201
H -1.03797 1.57847 0.19251
H 0.61825 0.47038 1.38795
H 1.32138 1.42940 0.03233
H 1.63633 -0.65402 -1.01648

--- x ---
Entry from the OMol25 dataset: the molecule C3H8O (ωB97M-V with the def2-TZVPD basis set).

- SMILES = CC(C)O
- orbital gap (eV) = 11.357
- highest occupied orbital energy (eV) = -10.3
- multiplicity = 1

Geometry (Å):
C -0.51556 0.20332 -1.32213
C -0.05341 -0.35521 0.03247
C 1.37411 -0.00940 0.28352
O -0.91314 0.02288 1.09598
H -0.31317 1.28933 -1.39082
H -0.02891 -0.31517 -2.15026
H -1.57435 0.00731 -1.41708
H -0.09903 -1.45550 -0.03628
H 1.53852 1.08504 0.30808
H 1.70006 -0.44789 1.21226
H 2.01059 -0.36322 -0.53802
H -0.75945 0.98477 1.28113

--- y ---
Entry from the OMol25 dataset: a cluster of 2 separate species, C3H8O in total (ωB97M-V with the def2-TZVPD basis set).

- SMILES = C=C.CO
- orbital gap (eV) = 10.771
- highest occupied orbital energy (eV) = -9.7
- multiplicity = 1

Geometry (Å):
C -1.40800 0.47625 -0.51231
C -0.72598 1.55973 -0.17320
H -2.24147 0.11418 0.07038
H -1.26493 -0.04602 -1.52855
H 0.11303 1.91375 -0.75101
H -1.06474 2.19768 0.62835
C 1.41850 -0.97533 0.60291
O 0.19727 -1.48239 0.12001
H 1.83165 -1.72827 1.27465
H 2.12273 -0.79942 -0.21617
H 1.27214 -0.06940 1.19875
H -0.25022 -1.16076 -0.71381

Which of them is the most stable? Correct choice: x.

--- w ---
Entry from the OMol25 dataset: a cluster of 3 separate species, C5H15NO2 in total (ωB97M-V with the def2-TZVPD basis set).

- SMILES = C=CC[C@@H](C)N.O.O
- orbital gap (eV) = 9.740
- highest occupied orbital energy (eV) = -9.1
- multiplicity = 1

Geometry (Å):
C 2.10309 0.80333 -1.77805
C 2.13715 -0.33903 -1.03575
C 2.09624 -0.22342 0.51581
C 0.62389 0.08256 1.02567
C 0.83006 0.59109 2.44790
N 0.02554 1.22129 0.35225
H 2.18074 0.72591 -2.79315
H 2.36794 1.79018 -1.39417
H 2.29412 -1.37677 -1.30706
H 2.35295 -1.29362 0.89068
H 2.72353 0.68593 0.95737
H 0.07869 -0.89704 1.05596
H -0.07715 0.65077 2.91380
H 1.48031 -0.15813 3.02062
H 1.49494 1.41847 2.51292
H -0.90938 1.49706 0.56804
H 0.22387 1.23593 -0.59883
O -5.99641 0.22308 -2.25708
H -5.87822 -0.10113 -3.16656
H -5.16220 0.12915 -1.94955
O -1.98833 -2.28613 -0.04268
H -1.52703 -1.65073 -0.50101
H -1.47433 -2.72874 0.56289

--- x ---
Entry from the OMol25 dataset: a cluster of 2 separate species, C5H15NO2 in total (ωB97M-V with the def2-TZVPD basis set).

- SMILES = CNC(C)C.COO
- orbital gap (eV) = 9.160
- highest occupied orbital energy (eV) = -8.3
- multiplicity = 1

Geometry (Å):
C 1.14664 -1.82133 -0.45880
N 0.44607 -0.55605 -0.28806
C -1.02041 -0.47835 -0.61780
C -1.65257 -1.76256 -1.14005
C -0.98356 0.62229 -1.68169
H 2.18562 -1.68525 -0.15477
H 0.73166 -2.64279 0.13934
H 1.11934 -2.11428 -1.50652
H 0.58470 -0.22575 0.66317
H -1.54557 -0.14167 0.28256
H -1.60105 -2.56443 -0.40330
H -2.69655 -1.56125 -1.37734
H -1.16947 -2.09390 -2.05763
H -1.87047 1.25218 -1.61570
H 0.16261 0.91118 -1.29478
H -0.89550 0.22592 -2.69450
C 0.84997 2.52451 1.38571
O 0.71707 1.33992 2.14100
O 1.69500 1.35442 3.19507
H 0.59840 3.40128 1.98746
H 1.86199 2.62048 0.98808
H 0.14885 2.39124 0.56257
H 1.18722 1.00422 3.94601

--- y ---
Entry from the OMol25 dataset: a cluster of 2 separate species, C5H15NO2 in total (ωB97M-V with the def2-TZVPD basis set).

- SMILES = CCCNCCO.O
- orbital gap (eV) = 9.299
- highest occupied orbital energy (eV) = -8.6
- multiplicity = 1

Geometry (Å):
C -2.58865 -0.34504 -1.67618
C -1.36380 0.45320 -2.06744
C -0.53078 0.71198 -0.80152
N 0.84779 1.07295 -1.12967
C 1.83704 1.14560 -0.06228
C 1.38716 0.67040 1.31476
O 1.13238 -0.72800 1.36872
H -2.33791 -1.40167 -1.59958
H -3.13094 0.00776 -0.79829
H -3.31386 -0.31960 -2.50602
H -1.65798 1.42633 -2.47235
H -0.72776 -0.04052 -2.80056
H -1.04527 1.51198 -0.25293
H -0.49363 -0.25067 -0.29379
H 0.83287 1.96360 -1.61385
H 2.74928 0.60427 -0.32502
H 2.17697 2.17726 0.12733
H 2.08895 0.99241 2.08582
H 0.42936 1.14081 1.53252
H 1.95912 -1.22190 1.32596
O -0.63586 -2.54682 2.51142
H -0.25344 -2.70388 3.37745
H 0.13226 -2.51652 1.92977

Which of them is the most stable? Correct choice: y.